No. 1
65
Properties=species:S:1:pos:R:3:forces:R:3:mulliken_spin:R:1 method="wB97M-V/def2-TZVPD" homo_ha="-0.5980 / -0.5981" multiplicity=6 total_charge=+3 orbital_gap_ha="0.1704 / 0.1845" lumo_ev="-11.63 / -11.25" s_squared=8.783
Sm 0.5663 0.7708 0.4484 0.4891 -3.1591 0.7964 5.1391
P -1.4068 0.2047 2.6952 -0.4107 -0.0740 1.1478 -0.0350
P 1.6997 -1.9327 1.0896 0.6054 -1.6924 -0.2514 -0.0228
P -2.0319 -0.1888 -0.4532 -0.3879 -0.2067 -1.3613 -0.0344
H 1.0937 3.4399 -0.3266 -0.1337 -0.4801 0.3088 -0.0020
C 0.0695 3.0305 -0.3603 -2.5744 2.2275 1.7145 -0.0103
C -0.7495 2.9423 0.7657 0.5817 2.9213 -2.1296 -0.0015
H -0.4384 3.3286 1.7462 0.3308 -0.5947 -0.2745 -0.0015
C -0.9333 0.8056 4.3649 0.2465 0.1817 -0.0436 -0.0032
C -1.7922 -1.5295 3.1644 0.1841 -0.1859 -0.3725 -0.0022
C -3.0904 0.9412 2.6095 0.0956 0.1111 -0.3942 -0.0031
C 2.9361 -2.1054 -0.2513 0.0424 0.4313 -0.2509 -0.0028
C 2.6859 -2.6074 2.4800 -0.1448 0.5365 0.7318 -0.0013
C 0.6368 -3.3857 0.6877 -0.5012 0.2130 0.0303 -0.0012
C -3.2627 1.0846 -0.9469 0.0166 0.1314 0.1379 -0.0014
C -3.0191 -1.7132 -0.1954 0.0055 -0.1297 0.4401 -0.0045
C -1.4065 -0.6180 -2.1235 0.1185 0.0196 -0.0640 0.0059
H -0.3318 2.9496 -1.3782 0.0280 -0.3719 0.3484 0.0007
H -1.8390 2.8694 0.6869 0.4187 -0.5348 -0.2430 0.0003
H -0.6101 1.8537 4.3316 -0.1785 -0.2581 0.1099 0.0003
H -0.1162 0.1929 4.7686 -0.1641 0.1649 -0.0426 0.0000
H -1.8007 0.7208 5.0364 0.3131 0.0188 -0.1714 -0.0007
H -0.8774 -2.0082 3.5382 -0.2285 0.0617 -0.0480 -0.0002
H -2.1674 -2.1099 2.3141 0.0491 0.0980 0.2602 0.0001
H -2.5467 -1.5299 3.9642 0.2244 0.0324 -0.2267 -0.0004
H -3.0037 2.0331 2.5575 -0.1309 -0.1661 0.0823 0.0002
H -3.6504 0.6738 3.5164 0.1814 0.0546 -0.2645 -0.0002
H -3.6477 0.6015 1.7280 0.0911 0.0429 0.3466 0.0001
H 3.4935 -3.0358 -0.0838 -0.1763 0.1665 -0.2031 -0.0005
H 3.6598 -1.2804 -0.2485 -0.0456 -0.1513 -0.0132 0.0000
H 2.4279 -2.1324 -1.2240 0.2160 -0.0847 0.0950 -0.0001
H 3.1682 -3.5766 2.2563 -0.4010 0.4629 -0.2019 -0.0010
H 2.0275 -2.7348 3.3531 0.2941 -0.0133 -0.1716 0.0001
H 3.4728 -1.8873 2.7453 -0.1349 -0.2276 0.0179 0.0002
H 1.2368 -4.3076 0.6130 -0.0802 0.4376 0.0706 -0.0008
H 0.1235 -3.2323 -0.2733 0.1340 -0.0567 0.2286 0.0003
H -0.1276 -3.5243 1.4668 0.2388 -0.0164 -0.2168 0.0002
H -3.6461 0.8168 -1.9398 -0.0109 0.0923 0.2670 -0.0007
H -2.7799 2.0667 -1.0104 -0.1699 -0.1707 -0.1560 0.0006
H -4.0994 1.1694 -0.2447 0.1792 -0.0725 -0.1784 0.0001
H -3.5141 -1.9546 -1.1464 0.0789 0.1357 0.2644 -0.0014
H -3.7797 -1.6154 0.5879 0.1773 0.0418 -0.1558 0.0001
H -2.3561 -2.5478 0.0674 -0.1575 0.1698 -0.1004 0.0004
H -2.3132 -0.8775 -2.6893 0.5058 0.0460 -0.1871 -0.0004
H -0.7320 -1.4844 -2.0986 -0.1671 0.0964 -0.0357 0.0001
H -0.8675 0.2119 -2.5981 -0.3301 -0.2608 0.0517 -0.0043
C 1.4736 0.7304 -3.7451 0.1860 -0.8939 -1.0152 -0.0006
C 2.6014 -0.0271 -4.0818 -0.3012 0.4666 -0.7224 -0.0002
C 2.8812 -0.2255 -5.4497 -0.1065 0.0791 0.1686 0.0001
C 2.0063 0.2538 -6.4373 -0.0470 -0.2584 0.6168 -0.0004
C 0.7918 0.8237 -6.0342 0.2127 -0.1314 0.0034 0.0001
C 0.4905 1.0531 -4.6823 0.6402 -0.0539 0.0668 -0.0003
O 1.3226 1.1467 -2.4029 0.3854 -0.2797 1.9244 -0.0038
H 2.2209 1.0873 -2.0122 -0.3466 0.1956 -0.8392 0.0015
H 3.2434 -0.4492 -3.3017 0.0046 0.3183 -0.2805 0.0001
H 3.7949 -0.7472 -5.7459 -0.3464 0.1351 0.1732 0.0000
H 2.2392 0.1131 -7.5034 -0.1668 0.1223 0.6662 0.0000
H 0.0863 1.0976 -6.8083 -0.1248 0.0573 0.1706 0.0000
H -0.4702 1.4569 -4.3592 0.3516 0.2180 -0.2699 -0.0002
C 1.8093 2.8599 3.1335 0.1749 0.9078 0.4865 0.0010
O 1.6028 1.5740 2.5034 0.3509 -1.0088 -0.0307 -0.0074
H 1.6690 3.6241 2.3645 0.1547 -0.1204 0.1411 -0.0002
H 2.8329 2.9264 3.5297 -0.3888 -0.0263 -0.1856 -0.0002
H 1.0800 3.0349 3.9438 0.3656 -0.2424 -0.3689 -0.0004
H 1.9634 0.8794 3.0984 -0.3166 0.5265 -0.3975 0.0002



No. 2
72
Properties=species:S:1:pos:R:3:forces:R:3:mulliken_spin:R:1 method="wB97M-V/def2-TZVPD" homo_ha="-0.4053 / -0.4053" multiplicity=2 total_charge=+1 orbital_gap_ha="0.3211 / 0.2324" lumo_ev="-2.29 / -4.70" de_lowest_ev=0.083 s_squared=0.755
Cu 0.7089 -0.7353 0.0312 -0.1788 -0.1264 -0.0552 0.5404
C -1.7639 -1.5865 -2.7291 -0.1128 0.0063 -0.0279 0.0131
As -1.5209 -1.0507 -0.8986 0.4883 0.3350 0.2392 0.1175
C -2.2809 0.7328 -0.8669 -0.0846 -0.0209 -0.0609 0.0152
C -2.8086 -2.0278 0.1685 -0.1155 -0.1059 0.0243 0.0390
C -2.3875 -3.4301 0.6398 -0.0442 0.0244 0.0049 -0.0187
C -1.8295 -4.2349 -0.5366 0.0583 -0.1043 -0.1115 0.0064
C -1.3610 -3.3501 1.7737 -0.0676 -0.0791 0.1538 0.0297
As 0.4375 -2.7052 1.4191 0.1512 0.3663 -0.2446 0.1192
C 1.1515 -2.7755 3.2129 0.0243 -0.0864 0.1247 0.0144
C 1.3769 -4.1558 0.5513 -0.0520 -0.0341 0.0992 0.0123
C -3.6385 -4.1803 1.1450 0.0636 -0.0830 -0.0682 -0.0004
As -4.7021 -3.8087 2.7791 -0.1720 0.0109 0.0244 0.0001
C -3.5465 -4.5874 4.1621 0.0552 0.0023 -0.0329 -0.0003
C -4.3852 -1.9199 3.2106 0.0227 0.0424 0.0177 0.0001
H -2.8359 -1.6856 -2.9001 0.0126 -0.0140 -0.0821 0.0055
H -1.2428 -2.5154 -2.9309 0.0083 -0.0072 -0.0032 -0.0011
H -1.3506 -0.8046 -3.3621 0.0230 -0.0009 -0.0023 0.0003
H -3.2948 0.7081 -1.2661 -0.0005 0.0208 -0.0036 0.0081
H -1.6667 1.3914 -1.4785 0.0031 -0.0081 -0.0038 -0.0002
H -2.3066 1.1053 0.1558 -0.0027 -0.0007 0.0000 0.0002
H -3.7165 -2.0914 -0.4383 0.0018 -0.0443 0.0130 0.0037
H -3.0375 -1.3846 1.0185 -0.0124 -0.0036 0.0292 -0.0050
H -0.9450 -3.7816 -0.9944 -0.0004 0.0684 0.0470 -0.0068
H -2.5787 -4.3427 -1.3237 -0.0261 0.0023 0.0312 0.0005
H -1.5424 -5.2382 -0.2155 -0.0236 0.0054 0.0070 0.0003
H -1.2085 -4.3422 2.2095 -0.0602 -0.0276 -0.0297 0.0040
H -1.7433 -2.7135 2.5746 0.0295 -0.0316 -0.0042 -0.0040
H 0.9193 -3.7536 3.6348 0.0262 0.0037 0.0210 0.0067
H 0.7101 -2.0026 3.8382 -0.0142 0.0057 -0.0015 -0.0005
H 2.2314 -2.6464 3.1875 0.0034 0.0044 -0.0111 0.0004
H 1.0092 -5.0924 0.9696 0.0606 -0.0555 -0.0550 0.0052
H 2.4378 -4.0363 0.7601 0.0055 0.0066 -0.0077 0.0011
H 1.2301 -4.1195 -0.5244 -0.0083 0.0102 -0.0063 -0.0016
H -3.3768 -5.2343 1.2918 0.0312 0.0103 -0.0413 0.0002
H -4.3725 -4.1788 0.3345 -0.0003 0.0060 0.0140 0.0005
H -3.2327 -5.5838 3.8503 -0.0086 -0.0039 0.0125 0.0001
H -4.1397 -4.6929 5.0691 0.0120 0.0082 0.0070 0.0000
H -2.6681 -3.9846 4.3878 0.0362 0.0159 -0.0164 0.0003
H -4.8060 -1.2721 2.4426 -0.0202 -0.0047 0.0191 -0.0001
H -3.3357 -1.6714 3.3743 -0.0317 0.0224 -0.0063 -0.0001
H -4.9271 -1.7326 4.1377 0.0129 0.0333 -0.0049 0.0000
C 3.0021 1.1650 0.4051 -0.0432 0.0684 -0.0361 0.0028
N 1.6877 0.7922 1.0279 -0.0365 0.0054 0.1473 0.0357
C 1.9452 0.5123 2.4707 -0.0017 0.0235 -0.0269 -0.0162
N 2.5418 1.6407 3.1511 -0.0116 0.0093 -0.0452 0.0003
C 3.8081 1.9723 2.4842 0.0013 0.0025 -0.0160 0.0018
N 3.6001 2.3020 1.0731 -0.0111 -0.0340 0.0473 0.0017
C 2.6832 3.4400 0.9904 0.0280 0.0176 0.0022 -0.0015
N 1.3937 3.1411 1.6254 0.0187 -0.0301 0.0117 0.0047
C 0.8084 2.0008 0.9566 0.0066 -0.0057 -0.0691 0.0053
C 1.6396 2.7913 3.0280 0.0001 -0.0144 0.0011 -0.0012
H 2.8111 1.4053 -0.6400 0.0123 -0.0304 0.0012 -0.0022
H 3.6549 0.2961 0.4562 0.0308 -0.0050 0.0163 -0.0016
H 2.6126 -0.3494 2.5284 0.0025 0.0073 0.0114 0.0039
H 0.9915 0.2637 2.9432 0.0017 -0.0008 0.0058 0.0038
H 4.4869 1.1209 2.5571 -0.0107 -0.0002 0.0076 0.0000
H 4.2610 2.8250 2.9900 -0.0035 -0.0025 -0.0017 0.0000
H 2.5169 3.6922 -0.0582 -0.0040 0.0034 0.0081 -0.0004
H 3.1326 4.2971 1.4919 -0.0054 0.0079 -0.0107 0.0002
H 0.6508 2.2322 -0.0993 -0.0168 -0.0007 0.0051 0.0002
H -0.1516 1.7540 1.4183 0.0075 0.0074 0.0288 0.0030
H 0.6890 2.5558 3.5114 0.0067 -0.0017 -0.0041 -0.0003
H 2.0843 3.6471 3.5353 0.0016 -0.0015 -0.0060 0.0001
C 3.2533 -0.9306 -3.3180 0.2226 0.0444 -0.1450 -0.0010
S 2.0458 -1.3268 -2.1165 -0.0160 0.3129 -0.0621 -0.0162
O 1.2343 -2.3986 -2.6401 -0.0678 -0.0643 0.0383 0.0006
O 2.7274 -1.6382 -0.8523 -0.0854 -0.1254 0.0082 0.0106
O 1.2619 -0.0581 -1.8823 -0.0657 -0.3545 0.0168 0.0578
H 3.8985 -1.8010 -3.4239 -0.0119 0.0196 -0.0165 0.0018
H 3.8283 -0.0675 -2.9915 -0.0135 -0.0193 0.0516 0.0002
H 2.7499 -0.7206 -4.2586 -0.0288 -0.0078 0.0220 0.0005